#P
Here is a cluster of 3 separate species, H5O3 in total from the Open Molecules 2025 dataset. Energies are from ωB97M-V/def2-TZVPD.

CARTESIAN COORDINATES (ANGSTROEM)
1 O 0.4410 -1.0786 0.1715
2 H 0.0323 -1.1228 -0.7139
3 O 1.4345 1.2394 -0.2534
4 H 0.9984 0.4658 0.2663
5 H 2.3519 0.9459 -0.3656
6 O -2.1257 -0.3520 0.3193
7 H -1.1895 -0.6668 0.5251
8 H -1.9429 0.5691 0.0506

Calculated values
E_LUMO, eV: 4.97
Molar mass, Da: 53.0
Net charge: -1
2S+1: 1
Highest occupied orbital energy, eV: -3.64


#Q
Here is a cluster of 3 separate species, H5O3 in total from the Open Molecules 2025 dataset. Energies are from ωB97M-V/def2-TZVPD.

CARTESIAN COORDINATES (ANGSTROEM)
1 O 1.4121 1.4107 0.1231
2 H 0.8795 0.6820 -0.3391
3 O 0.1140 -0.5751 -1.0202
4 H -1.0126 -0.6068 -0.0952
5 H 0.0832 -0.6311 -1.9796
6 O -1.6011 -0.5580 0.7904
7 H 1.2065 1.3109 1.0690
8 H -1.0817 -1.0326 1.4517

Calculated values
E_LUMO, eV: 4.99
Molar mass, Da: 53.0
Net charge: -1
2S+1: 1
Highest occupied orbital energy, eV: -4.22


It turns out #Q is the most stable, with the second structure 6.4 kcal/mol higher.


#P
Here is an isolated molecule of C3H5FN2 from the Open Molecules 2025 dataset. Energies are from ωB97M-V/def2-TZVPD.

CARTESIAN COORDINATES (ANGSTROEM)
1 H -1.0441 -2.1769 0.0731
2 N -0.2600 -1.5868 0.2142
3 C -0.4482 -0.3947 -0.1568
4 N -1.6856 0.0513 -0.6907
5 C 0.6711 0.6195 -0.1263
6 C 1.8432 0.5804 0.5225
7 F 2.2620 -0.4371 1.2763
8 H -2.4317 -0.5603 -0.4601
9 H -1.8917 0.9780 -0.4449
10 H 0.4389 1.5303 -0.6841
11 H 2.5461 1.3962 0.4769

Calculated values
E_LUMO, eV: 0.94
Molar mass, Da: 88.1
SMILES string: [H]/N=C(N)/C=C\F
2S+1: 1
Highest occupied orbital energy, eV: -9.39


#Q
Here is an isolated molecule of C3H5FN2 from the Open Molecules 2025 dataset. Energies are from ωB97M-V/def2-TZVPD.

CARTESIAN COORDINATES (ANGSTROEM)
1 N -2.2829 -1.5270 -0.1724
2 C -1.2451 -1.0615 0.0260
3 C -0.1171 -0.4369 0.4774
4 N 1.2138 -0.9944 0.2220
5 C -0.1249 1.1862 -0.3358
6 F -1.0917 1.8941 0.3350
7 H -0.2103 -0.1747 1.4908
8 H 1.7656 -0.1831 0.4530
9 H 1.4337 -1.4399 -0.7697
10 H -0.2458 1.0724 -1.4359
11 H 0.9048 1.6647 -0.2906

Calculated values
E_LUMO, eV: 0.61
Molar mass, Da: 88.1
SMILES string: N#C[C@@H](N)CF
2S+1: 1
Highest occupied orbital energy, eV: -9.72


#R
Here is an isolated molecule of C3H5FN2 from the Open Molecules 2025 dataset. Energies are from ωB97M-V/def2-TZVPD.

CARTESIAN COORDINATES (ANGSTROEM)
1 C -0.6134 -1.0661 -0.6806
2 C 0.7055 0.8946 0.2082
3 C -0.3218 0.1827 0.9798
4 N 0.3081 -0.4920 -1.5092
5 N 0.8406 0.5365 -1.2202
6 F 0.0104 -0.6979 1.8882
7 H -0.3082 -2.0421 -0.3851
8 H -1.6524 -0.8382 -1.2162
9 H 0.5701 2.0900 0.2027
10 H 1.7816 0.7788 0.4658
11 H -1.3204 0.6537 1.2666

Calculated values
E_LUMO, eV: 0.93
Molar mass, Da: 88.1
2S+1: 1
Highest occupied orbital energy, eV: -8.79


#S
Here is a structure of composition C3H5FN2 from the Open Molecules 2025 dataset. Energies are from ωB97M-V/def2-TZVPD.

CARTESIAN COORDINATES (ANGSTROEM)
1 C -1.5970 -0.4569 0.1015
2 C -0.8146 0.7395 -0.1023
3 C 1.5071 -0.0824 -0.0359
4 H -1.3866 -1.4772 -0.1375
5 H -1.3536 1.7236 -0.3614
6 H 0.9150 1.9589 0.6090
7 H 2.4963 0.2588 0.1550
8 H 1.6595 -2.1357 -0.0220
9 N 0.4870 0.9638 -0.1083
10 N 0.9874 -1.2038 -0.0718
11 F -2.9006 -0.2886 -0.0261

Calculated values
E_LUMO, eV: 0.43
Molar mass, Da: 88.1
2S+1: 1
Highest occupied orbital energy, eV: -7.91


It turns out #P is the most stable, with the second structure 27.8 kcal/mol higher.


#P
Here is an isolated molecule of C2H4N2OS from the Open Molecules 2025 dataset. Energies are from ωB97M-V/def2-TZVPD.

CARTESIAN COORDINATES (ANGSTROEM)
1 H -1.9274 -0.7442 0.7565
2 N -0.9128 -0.7313 0.8854
3 C -0.2936 -0.0233 -0.0003
4 N -0.7647 0.6779 -1.0418
5 C 1.2164 -0.0255 0.1988
6 O 1.5687 -0.7397 1.2383
7 S 2.2602 0.7756 -0.7694
8 H -0.1163 1.1932 -1.6312
9 H -1.7307 0.7040 -1.2314
10 H 0.7002 -1.0866 1.5949

Calculated values
E_LUMO, eV: -0.27
Molar mass, Da: 104.1
SMILES string: [H]/N=C(\N)C(O)=S
2S+1: 1
Highest occupied orbital energy, eV: -9.09


#Q
Here is an isolated molecule of C2H4N2OS from the Open Molecules 2025 dataset. Energies are from ωB97M-V/def2-TZVPD.

CARTESIAN COORDINATES (ANGSTROEM)
1 C -0.3024 0.4663 -0.4271
2 S 0.9617 -0.7658 0.0816
3 N 0.8936 -0.6857 1.5612
4 O 0.8934 -1.9092 -0.7455
5 C 2.4288 0.4264 -0.3347
6 N 3.4453 0.9252 -0.4139
7 H -0.0676 1.2442 0.1785
8 H -0.1561 0.8149 -1.4619
9 H -1.2457 -0.0172 -0.2696
10 H 0.9384 -1.3952 2.2812

Calculated values
E_LUMO, eV: 0.35
Molar mass, Da: 104.1
SMILES string: C[S@@](=N)(=O)C#N
2S+1: 1
Highest occupied orbital energy, eV: -10.77


It turns out #P is the most stable, with the second structure 82.7 kcal/mol higher.


#P
Here is an isolated molecule of C2H4N2OS from the Open Molecules 2025 dataset. Energies are from ωB97M-V/def2-TZVPD.

CARTESIAN COORDINATES (ANGSTROEM)
1 H 0.6206 -0.1965 -2.6861
2 N 1.1554 -0.9409 -2.2889
3 C 1.0984 -1.1105 -1.0284
4 N 0.3658 -0.4129 -0.0618
5 O 0.2631 -1.0909 1.1189
6 C -0.3321 0.7190 -0.1563
7 S -1.2039 1.3592 1.0716
8 H 1.6713 -1.8025 -0.4877
9 H -0.0287 -0.3908 1.7527
10 H -0.3512 1.1953 -1.1131

Calculated values
E_LUMO, eV: -0.36
Molar mass, Da: 104.1
SMILES string: [H]/N=C\N(O)C=S
2S+1: 1
Highest occupied orbital energy, eV: -9.31


#Q
Here is an isolated molecule of C2H4N2OS from the Open Molecules 2025 dataset. Energies are from ωB97M-V/def2-TZVPD.

CARTESIAN COORDINATES (ANGSTROEM)
1 H -2.2216 0.6995 -0.0411
2 N -1.4409 1.4338 -0.1352
3 C -0.1725 1.2458 0.0030
4 N 0.4710 -0.1964 0.1128
5 S 2.1873 -0.1813 -0.1747
6 C -0.4127 -1.4334 -0.0400
7 O -1.6894 -1.3335 -0.0798
8 H 0.6286 1.8901 -0.3657
9 H 2.5539 0.1957 1.0096
10 H 0.0963 -2.3203 -0.2888

Calculated values
E_LUMO, eV: 0.46
Molar mass, Da: 104.1
SMILES string: [H]/N=C\N(S)C=O
2S+1: 1
Highest occupied orbital energy, eV: -9.55


#R
Here is an isolated molecule of C2H4N2OS from the Open Molecules 2025 dataset. Energies are from ωB97M-V/def2-TZVPD.

CARTESIAN COORDINATES (ANGSTROEM)
1 N -2.2926 -0.8687 -0.0662
2 C -1.2446 -0.3989 0.0599
3 C 0.0544 0.2740 0.2192
4 N 0.3987 1.0296 -0.8075
5 O 0.1717 0.8778 1.3985
6 S 1.2975 -1.5732 0.0585
7 H 1.0214 1.8155 -0.7151
8 H 0.0307 0.5613 -1.6918
9 H 0.4089 0.2755 2.0894
10 H 0.1538 -1.9928 -0.5448

Calculated values
E_LUMO, eV: 0.10
Molar mass, Da: 104.1
SMILES string: N#C[C@@](N)(O)S
2S+1: 1
Highest occupied orbital energy, eV: -9.01


#S
Here is an isolated molecule of C2H4N2OS from the Open Molecules 2025 dataset. Energies are from ωB97M-V/def2-TZVPD.

CARTESIAN COORDINATES (ANGSTROEM)
1 H -1.8826 -0.2839 0.6404
2 N -1.5311 0.3782 -0.2207
3 C -0.3396 0.5216 -0.4492
4 N 0.0884 1.3388 -1.4390
5 S 1.1222 -0.5570 -0.1150
6 C 0.7761 -1.4783 1.2283
7 O -0.4495 -1.9359 1.3244
8 H 1.0318 1.4999 -1.3645
9 H -0.5162 2.2718 -1.3832
10 H 1.7005 -1.7553 1.7786

Calculated values
E_LUMO, eV: -0.20
Molar mass, Da: 104.1
SMILES string: [H]/N=C(/N)SC=O
2S+1: 1
Highest occupied orbital energy, eV: -9.64


It turns out #R is the most stable, with the second structure 2.7 kcal/mol higher.